Record 1
A 2-piece molecular cluster, C17H25N3O3 overall, computed with ωB97M-V/def2-TZVPD.

The value obtained for the energy relative to the best compared isomer or geometry (same formula, charge and spin) is 290.4 kJ/mol. The LUMO energy is 0.36 eV. The orbital gap comes out at 8.9673 eV. The calculation puts the HOMO energy at -0.3163 Ha. Its total energy is -1052.769014 Ha.

XYZ file:
```
48
C17H25N3O3 (ωB97M-V/def2-TZVPD)
C 2.41 -6.14 -3.81
O -1.24 4.81 1.41
O -0.13 2.12 4.18
N 2.22 -5.63 -2.78
O 1.28 -0.17 -3.83
C -1.91 4.01 0.77
C -1.07 2.42 3.46
C 0.13 -0.29 -1.72
C 1.65 1.55 -2.21
C -0.10 0.24 -0.43
C 1.41 2.09 -0.93
C 1.02 0.36 -2.60
C 0.54 1.43 -0.03
N -2.10 3.05 4.05
N -1.93 2.70 1.01
C -2.79 4.50 -0.36
C -3.42 3.40 3.54
C 1.26 -3.68 -1.70
C 3.36 -4.74 -0.82
C 1.16 -5.94 -0.62
C 2.00 -5.00 -1.48
C 0.38 1.96 1.39
C -1.05 2.00 1.96
H 0.86 -1.03 -3.95
H -0.35 -1.21 -2.02
H 2.33 2.04 -2.89
H -0.74 -0.29 0.25
H 1.92 2.99 -0.62
H -1.91 3.29 5.01
H -2.50 2.14 0.41
H -3.83 4.23 -0.16
H -2.70 5.58 -0.43
H -2.46 4.04 -1.29
H -3.37 4.36 3.01
H -4.12 3.51 4.38
H -3.80 2.63 2.88
H 1.09 -3.17 -0.75
H 0.30 -3.86 -2.18
H 1.85 -3.02 -2.35
H 3.90 -5.68 -0.69
H 3.23 -4.27 0.16
H 3.96 -4.08 -1.45
H 0.21 -6.17 -1.12
H 0.94 -5.49 0.35
H 1.70 -6.88 -0.45
H 0.80 2.97 1.44
H 1.00 1.33 2.03
H -1.40 0.97 1.99
```

Results of the Löwdin charge analysis, in e, for atoms 1 through 6: C 0.0224; O 0.0569; O 0.0426; N -0.0224; O 0.0483; C -0.5744

=====

Record 2
One molecule with the formula C17H25N3O4S, computed with ωB97M-V/def2-TZVPD.

The value obtained for the energy relative to the best compared isomer or geometry (same formula, charge and spin) is 68.8 kJ/mol. The LUMO energy is 0.54 eV. The orbital gap comes out at 8.9846 eV. The calculation puts the HOMO energy at -0.3102 Ha. Its total energy is -1526.258793 Ha.

XYZ file:
```
50
C17H25N3O4S (ωB97M-V/def2-TZVPD)
C 2.30 5.21 1.71
N 1.97 4.04 0.88
C 2.86 3.06 0.70
O 4.03 3.12 1.08
C 2.30 1.76 0.06
C 3.18 0.54 0.24
C 2.53 -0.80 0.05
C 2.35 -1.34 -1.25
C 1.68 -2.57 -1.39
C 1.21 -3.26 -0.28
O 0.74 -4.51 -0.47
C 1.41 -2.74 1.04
C 2.09 -1.54 1.19
N 1.01 1.39 0.74
C -0.15 1.94 0.42
O -0.27 2.88 -0.38
C -1.46 1.41 1.11
C -1.75 -0.11 0.94
C -1.56 -0.61 -0.51
S -2.42 0.38 -1.76
C -2.17 -0.77 -3.16
N -1.48 1.78 2.54
C -0.68 1.36 3.48
C -0.89 1.98 4.87
O 0.14 0.47 3.37
H 2.87 5.94 1.15
H 2.90 4.85 2.58
H 1.38 5.68 2.04
H 1.07 3.99 0.41
H 2.06 1.91 -1.00
H 3.63 0.58 1.22
H 4.01 0.65 -0.46
H 2.63 -0.79 -2.14
H 1.50 -2.98 -2.38
H 0.96 -4.85 -1.34
H 1.12 -3.31 1.93
H 2.31 -1.14 2.18
H 1.02 0.67 1.42
H -2.30 1.92 0.65
H -2.79 -0.27 1.20
H -1.18 -0.77 1.61
H -1.97 -1.61 -0.57
H -0.47 -0.62 -0.77
H -2.92 -1.56 -3.10
H -2.23 -0.31 -4.14
H -1.19 -1.26 -3.07
H -2.18 2.46 2.78
H -0.54 2.99 4.91
H -0.39 1.35 5.61
H -1.95 1.93 5.10
```

Results of the Löwdin charge analysis, in e, for atoms 1 through 6: C -0.0526; N 0.0259; C -0.4410; O 0.0454; C -0.1487; C -0.1159

=====

Record 3
C17H25N3O5S3 as an isolated structure, computed with ωB97M-V/def2-TZVPD.

The value obtained for the energy relative to the best compared isomer or geometry (same formula, charge and spin) is 0.0 kJ/mol. The LUMO energy is -0.53 eV. The orbital gap comes out at 8.3591 eV. The calculation puts the HOMO energy at -0.3268 Ha. Its total energy is -2397.808926 Ha.

XYZ file:
```
53
C17H25N3O5S3 (ωB97M-V/def2-TZVPD)
C -1.72 1.07 -0.23
C -2.67 -0.09 -0.29
O -3.22 -0.41 -1.31
N -2.90 -0.77 0.92
C -3.72 -1.97 0.73
C -1.64 -1.05 1.58
C -0.72 -1.90 1.08
C 0.53 -2.11 1.75
C 0.85 -1.47 2.89
C -0.09 -0.57 3.45
N 0.03 0.17 4.55
S -1.32 1.00 4.72
N -2.14 0.50 3.42
C -1.34 -0.37 2.80
H -1.88 1.68 0.65
H -0.70 0.71 -0.22
H -1.87 1.68 -1.12
H -3.22 -2.74 0.14
H -3.94 -2.39 1.70
H -4.65 -1.70 0.25
H -0.89 -2.41 0.15
H 1.22 -2.79 1.28
H 1.80 -1.64 3.38
C 2.85 2.06 3.88
C 4.29 2.03 3.33
C 4.19 1.64 1.85
S 2.58 2.21 1.28
O 1.78 1.06 0.93
O 2.75 3.30 0.36
C 2.03 2.83 2.86
H 2.81 2.52 4.86
H 2.47 1.04 3.97
H 4.74 3.02 3.43
H 4.91 1.32 3.88
H 4.96 2.11 1.24
H 4.22 0.56 1.71
H 0.95 2.67 2.95
H 2.25 3.90 2.89
C -0.35 -0.69 -5.93
C -1.56 0.02 -5.31
C -2.19 -0.93 -4.28
S -0.85 -1.97 -3.69
O -1.10 -3.33 -4.09
O -0.53 -1.65 -2.32
C 0.42 -1.29 -4.75
H 0.27 -0.01 -6.51
H -0.69 -1.49 -6.59
H -1.23 0.94 -4.81
H -2.29 0.31 -6.06
H -2.62 -0.41 -3.43
H -2.93 -1.58 -4.73
H 1.11 -2.08 -5.04
H 0.94 -0.52 -4.19
```

Results of the Löwdin charge analysis, in e, for atoms 1 through 6: C 0.0245; C -0.4834; O 0.0638; N -0.0339; C -0.0408; C -0.1871

=====

Record 4
One molecule with the formula C17H25NO4, computed with ωB97M-V/def2-TZVPD.

The value obtained for the energy relative to the best compared isomer or geometry (same formula, charge and spin) is 195.1 kJ/mol. The LUMO energy is 0.82 eV. The orbital gap comes out at 9.0449 eV. The calculation puts the HOMO energy at -0.3021 Ha. Its total energy is -1018.478871 Ha.

XYZ file:
```
47
C17H25NO4 (ωB97M-V/def2-TZVPD)
C -3.04 -2.61 -1.63
C -2.58 -3.00 -0.23
O -1.23 -2.62 0.02
C -0.85 -1.31 -0.01
C 0.47 -1.12 -0.40
C 1.03 0.14 -0.43
C 2.43 0.37 -0.92
O 2.66 1.07 -1.89
N 3.40 -0.24 -0.22
C 3.25 -0.88 1.07
C 4.68 -1.15 1.53
C 5.50 -0.08 0.81
C 4.80 -0.01 -0.54
C 0.26 1.24 -0.08
C -1.05 1.08 0.34
O -1.83 2.11 0.78
C -1.43 3.45 0.54
C -1.54 3.85 -0.93
C -1.63 -0.21 0.38
O -2.90 -0.44 0.83
C -3.94 0.48 0.51
C -5.26 -0.28 0.56
H -3.07 -1.53 -1.73
H -4.04 -3.00 -1.81
H -2.36 -3.01 -2.38
H -2.55 -4.09 -0.14
H -3.25 -2.59 0.53
H 1.03 -1.99 -0.71
H 2.73 -0.20 1.76
H 2.66 -1.79 1.00
H 5.00 -2.14 1.20
H 4.78 -1.10 2.62
H 5.41 0.87 1.33
H 6.55 -0.34 0.72
H 5.16 -0.80 -1.21
H 4.91 0.95 -1.05
H 0.72 2.21 -0.13
H -0.42 3.63 0.92
H -2.13 4.04 1.14
H -1.28 4.90 -1.04
H -2.56 3.70 -1.28
H -0.87 3.25 -1.54
H -3.96 1.30 1.23
H -3.78 0.90 -0.49
H -6.09 0.41 0.38
H -5.29 -1.06 -0.20
H -5.39 -0.74 1.54
```

Results of the Löwdin charge analysis, in e, for atoms 1 through 6: C -0.0570; C -0.2307; O -0.0344; C -0.1832; C 0.0408; C -0.1406